DFT (ωB97M-V/def2-TZVPD) results for C12H27CeN5O7 as an isolated structure at a distorted geometry.

Geometry as XYZ:
```
52
Properties=species:S:1:pos:R:3:forces:R:3
O -0.5012 0.0335 -2.8427 2.206 0.141 2.383
H -2.0099 0.2366 -3.9831 -0.625 0.121 -0.324
Ce 0.8693 0.3004 -1.1253 -1.551 -0.681 -2.012
N 1.5243 -2.0076 -1.6007 0.747 -0.306 -0.140
N -0.6708 -1.9094 -0.3855 -1.158 -0.820 -0.161
N 0.4618 2.7671 -0.7424 -0.723 2.258 1.166
N -1.2173 1.2014 0.2996 -1.412 2.689 1.141
O 2.6186 -1.8648 -2.2403 -1.072 -0.305 0.695
O 1.3991 3.5937 -1.3528 -0.197 -0.566 0.324
O -2.2558 0.4382 0.7404 0.808 -0.513 -0.146
O -1.9463 -1.8401 -0.1676 1.445 -0.143 0.102
C -0.2399 -3.1811 -0.6616 0.128 1.051 -0.380
C 1.0345 -3.2354 -1.2748 0.088 0.506 -0.113
C -0.4021 3.3807 0.0726 2.766 -0.662 -1.927
C -1.3515 2.4876 0.6818 -0.172 -3.562 -0.497
C 1.7354 -4.4909 -1.6626 0.019 -0.358 0.046
H 1.6133 -4.6736 -2.7427 0.090 0.071 0.304
H 1.3043 -5.3418 -1.1153 0.262 0.302 -0.268
H 2.8127 -4.4464 -1.4524 -0.322 0.155 -0.096
C -1.1573 -4.3396 -0.4890 -0.037 -0.352 0.054
H -2.0994 -4.1547 -1.0237 0.244 0.035 0.224
H -1.3938 -4.4880 0.5747 -0.061 0.115 -0.285
H -0.7208 -5.2668 -0.8728 -0.087 0.284 0.096
C -0.4059 4.8387 0.3991 0.124 0.138 -0.203
C -2.4061 2.9666 1.6290 -0.216 -0.083 -0.188
H 0.3628 5.3657 -0.1704 -0.162 -0.122 0.158
H -0.2247 4.9760 1.4765 -0.039 -0.064 -0.299
H -1.3854 5.2881 0.1778 0.272 -0.184 0.028
H -3.1261 2.1619 1.8085 0.194 0.343 0.004
H -2.9277 3.8398 1.2116 0.126 -0.254 0.152
H -1.9554 3.2752 2.5861 -0.080 -0.089 -0.304
H 2.0412 2.9282 -1.7502 -0.725 0.501 0.358
H -2.1245 -0.5067 0.3027 -0.370 0.570 0.313
C -3.0167 0.6109 -4.1828 0.176 -0.253 -0.230
H -3.0331 1.1520 -5.1307 -0.049 0.100 0.174
H -3.2608 1.2605 -3.3430 -0.226 0.052 -0.132
H -3.7185 -0.2235 -4.2532 0.013 0.143 0.132
O 2.4785 1.2899 -2.0380 0.328 0.187 -0.301
H -0.1526 -0.5243 -3.5433 -0.058 -0.117 -0.379
H 3.1517 1.3642 -2.7419 -0.493 -0.309 0.515
C 3.0355 0.0442 3.4168 0.127 0.138 0.138
N 1.6359 -0.3419 3.2789 -0.581 0.042 -1.050
C 0.8021 -0.5400 4.4619 -0.512 -0.065 0.199
C 1.0982 -0.3589 2.0669 0.316 0.007 0.609
O 1.7640 -0.0227 1.0499 -0.442 -0.203 -0.008
H 3.2826 -0.0507 4.4692 0.197 0.048 -0.048
H 3.1956 1.0748 3.0904 -0.048 -0.101 0.043
H 3.6744 -0.6099 2.8230 -0.086 0.030 0.034
H 0.1508 0.3339 4.6423 0.392 -0.316 -0.017
H 0.1562 -1.4213 4.3285 0.297 0.270 0.111
H 1.4592 -0.6873 5.3236 -0.289 -0.051 -0.194
H 0.0416 -0.6822 1.9772 0.426 0.179 0.201
```
Positions in Å, forces in eV/Å.

Computed properties:
2S+1	2
charge	+1
<S²>	0.856
HOMO (spin up / spin down)	-11.6 / -11.9	eV
DFT total energy	-1748.68246	Ha
HOMO-LUMO gap (spin up / spin down)	7.12 / 7.24	eV